1.
The following is a quantum chemistry calculation of a molecular structure, C31H35As2KN4O12S3 in a non-equilibrium geometry, from the Open Molecules 2025 dataset.

Element x y z (Å)
K: 0.983 0.022 -0.415
C: 2.194 -0.470 5.419
S: 3.354 -0.075 4.101
C: 2.398 0.956 3.001
S: 0.888 1.562 3.403
N: 3.118 1.119 1.889
N: 2.472 1.708 0.877
C: 3.166 2.002 -0.165
C: 2.509 2.574 -1.342
C: 3.253 2.958 -2.461
C: 2.599 3.487 -3.559
C: 1.220 3.616 -3.527
C: 0.559 3.198 -2.381
N: 1.174 2.707 -1.311
H: 2.731 -1.155 6.082
H: 1.316 -0.957 5.002
H: 1.900 0.431 5.948
H: 4.242 1.830 -0.200
H: 4.328 2.830 -2.461
H: 3.155 3.792 -4.437
H: 0.666 4.005 -4.372
H: -0.525 3.254 -2.325
C: 5.569 -2.914 -4.092
C: 4.178 -2.335 -4.044
C: 3.105 -3.024 -4.609
C: 1.813 -2.547 -4.489
C: 1.565 -1.364 -3.798
C: 2.627 -0.644 -3.276
C: 3.923 -1.133 -3.400
S: -0.173 -0.986 -3.568
O: -0.650 -0.641 -4.900
O: -0.750 -2.241 -3.087
N: -0.197 0.181 -2.522
C: -1.480 0.223 -1.798
C: -1.710 -1.038 -0.951
O: -2.798 -1.543 -0.804
O: -0.595 -1.513 -0.370
H: 5.727 -3.476 -5.014
H: 5.717 -3.606 -3.258
H: 6.331 -2.136 -4.019
H: 3.286 -3.967 -5.115
H: 0.974 -3.100 -4.896
H: 2.441 0.296 -2.781
H: 4.747 -0.567 -2.977
H: -2.346 0.303 -2.458
H: -1.490 1.099 -1.136
C: -2.843 -3.089 3.748
O: -1.575 -3.113 3.096
C: -1.496 -3.905 2.001
O: -2.456 -4.506 1.589
C: -0.150 -3.740 1.328
C: 0.973 -3.990 2.050
As: 0.635 -5.549 3.154
C: 2.367 -6.327 3.655
C: 0.319 -6.703 1.509
C: -0.046 -6.246 0.333
As: -0.489 -3.457 -0.600
C: 1.360 -3.524 -1.227
C: -0.175 -6.956 -0.918
O: 0.764 -7.356 -1.578
O: -1.417 -7.039 -1.477
C: -2.520 -6.635 -0.669
C: 0.472 -8.154 1.809
O: 1.464 -8.810 1.649
O: -0.624 -8.798 2.336
C: -1.809 -8.064 2.672
C: 2.348 -3.591 1.696
O: 3.336 -4.260 1.882
O: 2.447 -2.319 1.222
C: 3.793 -1.887 0.954
H: -2.656 -2.720 4.754
H: -3.283 -4.083 3.779
H: -3.521 -2.416 3.223
H: 2.887 -5.646 4.328
H: 2.978 -6.509 2.778
H: 2.170 -7.266 4.172
H: 1.336 -3.916 -2.238
H: 1.948 -4.201 -0.615
H: 1.811 -2.529 -1.242
H: -2.824 -7.452 -0.008
H: -3.335 -6.404 -1.351
H: -2.287 -5.751 -0.075
H: -2.626 -8.784 2.664
H: -2.015 -7.263 1.968
H: -1.721 -7.634 3.670
H: 3.782 -0.800 0.975
H: 4.114 -2.261 -0.025
H: 4.475 -2.262 1.709

Results
Relative energy (zero: lowest compared OMol25 entry of this formula, charge and spin) ... 2.9011 eV
Charge ... -2

Results of the Löwdin charge analysis, in e, for atoms 1 through 5:
1. K 0.792
2. C -0.468
3. S 0.786
4. C -1.183
5. S 0.492

=====

2.
The following is a quantum chemistry calculation of 4 unconnected molecules or ions with the total composition C31H35BrF36NO9PS in a non-equilibrium geometry, from the Open Molecules 2025 dataset.

Element x y z (Å)
N: -3.259 0.258 -2.163
C: -2.973 -0.923 -1.321
C: -4.269 -1.554 -0.789
O: -4.522 -1.248 0.567
C: -4.654 0.113 0.836
O: -5.469 0.741 -0.124
C: -5.214 2.147 -0.147
C: -6.364 2.868 -0.816
O: -6.937 3.793 0.108
C: -1.990 -1.908 -1.955
C: -1.735 -3.183 -1.136
C: -1.848 -3.068 0.389
C: -0.912 -4.001 1.085
F: -1.143 -5.278 0.705
F: 0.389 -3.748 0.855
F: -1.082 -3.949 2.430
O: -2.226 -2.268 -3.333
C: -3.511 -2.443 -3.787
Br: -4.344 -4.150 -3.227
C: -3.459 -2.445 -5.307
C: -4.823 -2.291 -5.947
C: -5.387 -0.885 -6.023
F: -6.362 -0.853 -6.961
F: -5.971 -0.569 -4.829
C: -4.392 0.234 -6.343
F: -3.602 -0.181 -7.363
F: -3.605 0.461 -5.270
C: -5.067 1.600 -6.752
F: -6.336 1.664 -6.320
F: -4.380 2.600 -6.151
C: -4.996 1.905 -8.271
F: -5.773 2.994 -8.494
F: -5.464 0.889 -9.007
F: -3.735 2.205 -8.623
P: -0.327 -1.035 -2.056
O: 0.653 -2.054 -2.810
O: -0.462 0.184 -3.082
S: 0.414 -0.503 -0.381
H: -2.921 0.132 -3.104
H: -4.261 0.378 -2.249
H: -2.462 -0.528 -0.454
H: -4.199 -2.629 -0.833
H: -5.121 -1.297 -1.403
H: -5.130 0.187 1.806
H: -3.675 0.593 0.875
H: -4.272 2.349 -0.646
H: -5.177 2.502 0.876
H: -7.105 2.156 -1.156
H: -5.970 3.428 -1.655
H: -7.889 3.761 -0.005
H: -2.369 -3.992 -1.461
H: -0.723 -3.498 -1.358
H: -2.832 -3.404 0.691
H: -1.737 -2.072 0.781
H: -4.208 -1.680 -3.468
H: -2.737 -1.713 -5.630
H: -3.066 -3.406 -5.604
H: -4.793 -2.682 -6.953
H: -5.570 -2.871 -5.429
H: 0.594 -1.915 -3.765
H: -0.988 -0.072 -3.853
F: 2.892 -6.019 3.041
C: 2.509 -4.897 3.676
F: 3.561 -4.045 3.670
C: 2.098 -5.165 5.127
F: 3.157 -5.604 5.839
F: 1.757 -3.944 5.629
C: 0.883 -6.078 5.390
O: 1.099 -7.436 5.762
C: 1.210 -8.465 4.856
F: 0.922 -8.083 3.600
F: 0.288 -9.392 5.202
C: 2.571 -9.163 4.949
F: 3.575 -8.303 4.708
F: 2.622 -10.147 4.023
H: 1.687 -4.433 3.124
H: 0.425 -5.651 6.281
H: 0.135 -5.989 4.602
H: 2.704 -9.593 5.944
F: 1.460 2.841 1.025
C: 0.509 2.613 1.946
F: -0.621 2.261 1.293
C: 0.216 3.857 2.790
F: -0.302 4.834 2.016
F: -0.763 3.473 3.657
C: 1.344 4.436 3.667
O: 2.065 5.575 3.202
C: 3.196 5.500 2.427
F: 3.655 4.239 2.302
F: 4.163 6.193 3.078
C: 3.008 6.184 1.070
F: 2.008 5.618 0.377
F: 4.152 6.053 0.361
H: 0.817 1.777 2.581
H: 0.826 4.817 4.545
H: 2.012 3.656 4.032
H: 2.788 7.244 1.213
F: 7.450 2.882 2.583
C: 6.764 3.523 1.616
F: 6.322 2.589 0.744
C: 7.639 4.530 0.861
F: 8.628 3.887 0.204
F: 6.821 5.074 -0.081
C: 8.226 5.724 1.641
O: 9.584 5.676 2.071
C: 9.980 5.163 3.284
F: 8.942 4.872 4.087
F: 10.693 6.130 3.905
C: 10.932 3.973 3.117
F: 10.348 2.977 2.430
F: 11.266 3.506 4.342
H: 5.900 4.015 2.060
H: 8.230 6.533 0.912
H: 7.561 6.048 2.441
H: 11.835 4.287 2.590

Results
SMILES string ... N[C@@H](COCOCCO)[C@@](CCC(F)(F)F)(O[C@H](Br)CCC(F)(F)C(F)(F)C(F)(F)C(F)(F)F)P(O)(O)=S.FC(F)C(F)(F)COC(F)(F)C(F)F.FC(F)C(F)(F)COC(F)(F)C(F)F.FC(F)C(F)(F)COC(F)(F)C(F)F
Charge ... 0

Results of the Löwdin charge analysis, in e, for atoms 1 through 5:
1. N 0.100
2. C -0.315
3. C -0.170
4. O -0.069
5. C -0.243

=====

3.
The following is a quantum chemistry calculation of a molecular structure, C31H35CsF3O3S2Sb3 in a non-equilibrium geometry, from the Open Molecules 2025 dataset.

Element x y z (Å)
Cs: 0.085 -1.144 0.524
C: -2.385 -5.719 -1.475
Sb: -1.271 -3.923 -0.992
C: -2.898 -2.668 -1.626
C: -0.236 -3.756 -2.911
C: 1.046 -4.530 -2.953
C: 0.961 -5.925 -2.887
C: 2.081 -6.734 -2.906
C: 3.337 -6.153 -3.004
C: 3.439 -4.777 -3.087
C: 2.316 -3.944 -3.064
C: 2.542 -2.469 -3.166
Sb: 2.939 -1.553 -1.228
C: 4.971 -2.263 -1.079
C: 3.545 0.320 -2.094
H: -1.841 -6.613 -1.178
H: -2.593 -5.750 -2.544
H: -3.326 -5.683 -0.926
H: -3.228 -2.976 -2.617
H: -2.598 -1.620 -1.654
H: -3.723 -2.778 -0.922
H: -0.104 -2.689 -3.091
H: -0.934 -4.141 -3.655
H: -0.023 -6.377 -2.828
H: 1.976 -7.810 -2.854
H: 4.228 -6.767 -3.029
H: 4.417 -4.321 -3.192
H: 1.699 -1.933 -3.600
H: 3.425 -2.261 -3.771
H: 5.486 -2.119 -2.028
H: 4.981 -3.317 -0.809
H: 5.478 -1.694 -0.300
H: 4.209 0.142 -2.939
H: 4.064 0.911 -1.340
H: 2.668 0.874 -2.430
S: -1.612 0.995 -1.109
Sb: -1.296 2.354 0.664
C: -1.754 4.370 0.089
C: -3.031 4.655 -0.384
C: -3.365 5.945 -0.768
C: -2.423 6.960 -0.678
C: -1.153 6.685 -0.195
C: -0.818 5.393 0.189
C: -2.697 2.201 2.240
C: -3.936 1.643 1.966
C: -4.889 1.570 2.971
C: -4.597 2.055 4.237
C: -3.358 2.617 4.503
C: -2.403 2.694 3.502
C: 0.784 2.694 0.983
C: 1.402 2.784 2.222
C: 2.755 3.084 2.293
C: 3.480 3.309 1.132
C: 2.858 3.235 -0.108
C: 1.510 2.918 -0.182
H: -3.764 3.858 -0.457
H: -4.361 6.154 -1.137
H: -2.682 7.965 -0.986
H: -0.418 7.476 -0.115
H: 0.175 5.195 0.571
H: -4.144 1.250 0.976
H: -5.855 1.124 2.771
H: -5.340 1.997 5.022
H: -3.122 2.977 5.496
H: -1.436 3.137 3.709
H: 0.840 2.611 3.130
H: 3.244 3.144 3.257
H: 4.536 3.542 1.194
H: 3.422 3.435 -1.009
H: 1.012 2.861 -1.145
F: 0.274 -1.118 5.684
C: 0.119 -0.092 4.849
F: -0.560 0.873 5.480
F: 1.334 0.390 4.539
S: -0.771 -0.631 3.310
O: -0.378 0.391 2.331
O: -2.157 -0.647 3.651
O: -0.154 -1.891 2.966

Results
Relative energy (zero: lowest compared OMol25 entry of this formula, charge and spin) ... 2.1092 eV
Charge ... 0

Results of the Löwdin charge analysis, in e, for atoms 1 through 5:
1. Cs 0.971
2. C -0.342
3. Sb 1.251
4. C -0.334
5. C -0.329

=====

| no. | orbital gap (eV) | E_LUMO (eV) | electronic energy (Eh) |
| --- | --- | --- | --- |
| 1 | 6.1692 | 3.579 | -8590.2282 |
| 2 | 9.2677 | -0.019 | -8843.0068 |
| 3 | 8.4999 | 0.182 | -3264.7810 |